1.
C4H5NO as an isolated structure in a non-equilibrium geometry. Source: the OMol25 dataset; level of theory: the ωB97M-V functional and the def2-TZVPD basis.

Atoms and positions in Å:
C 0.784 0.497 -0.998
C 0.269 -0.079 0.307
O 0.749 0.544 1.413
C -1.012 0.388 0.789
C 0.023 -1.536 0.289
N -0.429 -2.605 0.304
H 0.855 1.591 -0.941
H 0.109 0.208 -1.805
H 1.783 0.102 -1.186
H -1.730 0.888 0.112
H -1.402 0.001 1.716

Forces on the atoms, in the same order (eV/Å):
C -0.04 -0.15 -0.17
C -0.42 -1.11 -0.96
O -2.03 0.92 0.02
C 0.45 0.78 0.65
C 0.34 -1.99 0.08
N 0.73 1.15 -0.10
H -0.16 -0.32 0.14
H 0.16 0.01 -0.15
H -0.10 0.01 -0.08
H 1.00 1.09 0.74
H 0.07 -0.38 -0.18

- E_LUMO (alpha / beta) (eV) = -1.0 / -1.0
- multiplicity = 1
- E_HOMO (alpha / beta) (Ha) = -0.3871 / -0.3872
- HOMO-LUMO gap (alpha / beta) (eV) = 9.53 / 9.53

---

2.
A 3-piece molecular cluster, C8H17N4O2 overall in a non-equilibrium geometry. Source: the OMol25 dataset; level of theory: the ωB97M-V functional and the def2-TZVPD basis.

Atoms and positions in Å:
C -1.554 1.439 0.757
C -2.616 -0.751 -1.260
C 2.005 -0.733 0.039
C 2.294 0.296 -1.111
C 1.742 -0.108 1.376
C 1.087 1.349 -1.384
C 0.251 0.281 1.654
C 0.622 2.127 -0.087
N -0.271 1.269 0.620
N -1.762 -1.712 -1.542
N -2.598 1.992 1.081
N -3.090 0.171 -0.740
O -0.700 -3.544 0.310
O -3.870 1.946 0.840
H 1.194 -1.193 -0.342
H 2.881 -1.357 0.231
H 3.275 0.803 -1.113
H 2.273 -0.208 -2.114
H 1.997 -0.577 2.295
H 2.315 0.816 1.510
H 1.173 2.064 -2.258
H 0.210 0.687 -1.664
H -0.328 -0.656 1.503
H 0.177 0.548 2.657
H 1.402 2.338 0.588
H 0.171 3.011 -0.351
H 0.136 -3.594 0.907
H -1.557 -1.930 -2.532
H -1.578 -2.595 -1.046
H -1.351 -3.321 0.945
H -3.930 1.141 0.232

Forces on the atoms, in the same order (eV/Å):
C -1.26 2.27 0.03
C 0.99 0.11 1.54
C 3.32 2.54 0.26
C -0.85 1.09 -1.86
C -1.79 2.67 0.56
C -0.20 -0.75 0.66
C 1.33 -2.19 -3.12
C 1.09 -2.26 -2.23
N -2.76 -1.36 3.23
N 0.54 -1.23 -2.48
N 3.21 -0.70 0.06
N -0.45 -1.08 -1.04
O 3.18 -0.33 0.94
O -0.21 -0.57 -0.04
H -2.70 -2.47 -0.70
H -0.23 -0.36 -0.82
H -0.46 -0.13 0.59
H 0.35 -0.19 1.04
H 0.50 -1.50 0.37
H 0.18 0.00 -0.30
H 0.63 -0.91 1.07
H 0.76 0.80 0.27
H 0.10 0.65 0.12
H -0.56 1.31 1.54
H 1.13 0.39 0.52
H -1.36 2.06 -0.50
H -1.92 -0.03 -1.84
H -0.43 0.75 0.59
H -0.46 0.84 0.76
H -1.35 0.16 1.12
H -0.31 0.41 -0.33

- total charge = +1
- E_LUMO (eV) = -3.4
- multiplicity = 1
- E_HOMO (Ha) = -0.5129
- HOMO-LUMO gap (eV) = 10.59